# 1
A single C24H28ClN3O3 molecule in a non-equilibrium geometry, computed with ωB97M-V/def2-TZVPD.

Values from the calculation:
calculated total energy: -1780.772557 hartree
ΔE to the lowest compared entry with this formula, charge and spin: 513.0 kcal/mol
gap between HOMO and LUMO: 7.8 eV
2S+1: 1
structure (SMILES): CCc1ccc(Nc2cnn([C@@]34C[C@@H]5C[C@@H](C[C@@](CC(=O)O)(C5)C3)C4)c(=O)c2Cl)cc1
HOMO level: -7.91 eV

Each line ends with the natural charge from an NBO analysis.
Geometry (Å):
C -8.506 -2.388 1.243  -0.54
H -7.970 -2.117 2.112  0.20
H -9.184 -3.029 1.306  0.18
H -8.945 -1.534 0.684  0.20
C -7.456 -3.145 0.084  -0.37
C -6.451 -2.047 0.046  -0.07
C -6.585 -1.170 -0.879  -0.16
C -5.537 -0.072 -1.374  -0.23
C -4.455 -0.010 -0.510  0.17
C -4.276 -0.972 0.643  -0.24
C -5.358 -1.677 0.861  -0.17
H -5.321 -2.465 1.571  0.19
H -3.472 -1.038 1.236  0.21
N -3.425 1.038 -0.613  -0.53
C -2.128 0.919 -0.497  0.10
C -1.430 2.049 -0.296  -0.15
C 0.098 1.965 -0.105  0.60
O 0.676 3.101 -0.114  -0.70
N 0.709 0.983 0.083  -0.24
N -0.133 -0.191 0.260  -0.22
C -1.415 -0.254 -0.179  0.02
H -1.950 -1.127 0.056  0.21
C 2.019 0.714 0.537  0.13
C 2.500 -0.318 -0.407  -0.41
H 1.907 -1.070 -0.870  0.24
H 2.627 0.149 -1.565  0.19
C 4.005 -0.983 -0.240  -0.05
C 4.027 -1.315 1.103  -0.38
C 3.394 -0.541 2.305  -0.29
C 4.405 0.690 2.312  -0.35
C 4.356 1.521 0.825  -0.19
C 2.886 1.810 0.399  -0.39
H 2.580 2.580 1.291  0.21
H 2.890 2.214 -0.461  0.22
C 4.848 0.383 -0.180  -0.42
H 5.945 0.365 0.101  0.22
H 4.917 0.947 -1.332  0.18
H 4.975 2.324 1.168  0.23
H 4.001 1.463 3.027  0.18
H 5.277 0.564 2.586  0.17
C 2.127 -0.160 2.014  -0.36
H 1.530 0.684 2.847  0.20
H 1.292 -0.997 1.861  0.26
H 3.428 -1.141 3.198  0.23
H 4.897 -1.730 1.315  0.22
H 3.509 -2.428 1.093  0.16
C 4.559 -1.876 -1.285  -0.48
C 6.020 -2.422 -1.153  0.81
O 6.675 -2.021 -0.379  -0.55
O 6.103 -2.921 -2.227  -0.60
H 7.166 -3.274 -2.234  0.46
H 4.428 -1.252 -2.362  0.21
H 4.017 -2.587 -1.452  0.19
Cl -2.022 3.514 -0.731  0.10
H -3.657 1.748 -0.944  0.36
H -5.562 0.708 -1.855  0.18
H -7.372 -1.139 -1.775  0.19
H -7.140 -3.857 0.750  0.22
H -7.909 -3.158 -0.692  0.19

***

# 2
A molecular structure, C28H37Br2Cl2F5I2N2O23P3 in a non-equilibrium geometry, computed with ωB97M-V/def2-TZVPD.

Values from the calculation:
calculated total energy: -11116.360646 hartree
ΔE to the lowest compared entry with this formula, charge and spin: 150.1 kcal/mol
charge: -1
gap between HOMO and LUMO: 6.7 eV
2S+1: 1
HOMO level: -5.05 eV

Each line ends with the Mulliken charge.
Geometry (Å):
C 1.173 4.134 -0.665  -1.16
C 1.233 2.529 -0.390  0.69
N 1.894 2.230 0.718  -0.86
C 0.621 1.580 -1.475  0.29
P -0.675 0.255 -1.017  0.41
I -2.139 1.665 -2.549  -0.07
C -2.207 -0.835 -0.851  -0.60
C -2.714 -1.779 -1.989  -0.75
O -2.485 -1.515 -3.391  -0.07
C -3.598 -2.108 -4.076  0.12
O -3.722 -3.363 -4.136  -0.50
C -1.328 1.090 0.628  -0.29
C -2.232 2.368 0.445  0.13
O -1.828 3.558 0.320  -0.56
Cl -4.094 2.266 0.546  -0.21
O 0.125 -0.664 -2.309  -0.47
C 1.041 -1.708 -1.872  -0.85
I 0.262 -3.441 -3.067  -0.06
C 2.514 -1.792 -2.539  -0.38
Br 2.207 -2.117 -4.518  -0.12
C 3.519 -0.585 -2.436  0.01
C 3.521 0.452 -3.695  -1.18
Br 5.386 -1.372 -2.428  -0.14
C 0.982 -1.806 -0.264  -0.03
P 2.669 -1.530 0.674  0.21
O 3.769 -2.801 0.274  -0.42
Cl 2.414 -1.679 2.764  -0.17
P 0.173 -3.182 0.718  1.29
N -0.923 -4.084 -0.006  -0.76
O -0.676 -2.592 2.113  -0.63
O 1.364 -4.323 1.249  -0.55
O 0.290 -0.619 0.178  -0.12
H 2.250 4.439 -0.963  0.32
H 0.530 4.339 -1.596  0.26
H 0.851 4.720 0.255  0.27
H 1.915 1.198 0.747  0.25
H 0.219 2.255 -2.318  0.38
H 1.489 1.035 -1.996  -0.73
H -3.088 -0.146 -0.558  0.29
H -2.049 -1.502 0.085  0.13
H -2.353 -2.860 -1.782  0.23
H -3.869 -1.870 -1.867  0.36
H -4.431 -1.487 -4.558  0.34
H -0.463 1.321 1.361  0.51
H -1.972 0.352 1.248  0.42
H 3.049 -2.757 -2.200  0.83
H 3.476 0.074 -1.506  0.49
H 4.118 0.064 -4.581  0.57
H 2.441 0.732 -3.929  0.17
H 4.040 1.392 -3.301  0.41
H 3.317 -3.526 -0.211  0.36
H -1.823 -4.029 0.490  0.26
H -0.337 -1.709 2.379  0.40
H 0.907 -5.190 1.364  0.34
C 1.987 -2.580 5.873  -0.46
C 2.390 -3.295 7.123  0.30
O 2.443 -2.259 8.084  -0.28
C 1.535 -1.331 7.668  0.66
O 1.110 -0.451 8.360  -0.54
O 1.166 -1.532 6.374  -0.29
F 3.626 -3.833 7.000  -0.28
H 2.839 -2.150 5.341  0.25
H 1.432 -3.221 5.187  0.40
H 1.683 -4.063 7.450  0.26
C 3.606 0.454 10.037  -0.22
C 4.912 -0.269 9.950  0.42
O 5.836 0.674 10.457  -0.32
C 5.131 1.435 11.341  0.56
O 5.631 2.153 12.158  -0.52
O 3.787 1.273 11.185  -0.33
F 5.235 -0.540 8.663  -0.29
H 3.416 1.086 9.166  0.25
H 2.763 -0.225 10.168  0.17
H 4.960 -1.186 10.545  0.30
C -5.916 5.771 -0.938  -0.45
C -6.324 6.421 -2.222  0.32
O -5.375 5.934 -3.146  -0.30
C -5.007 4.706 -2.675  0.49
O -4.429 3.885 -3.322  -0.46
O -5.386 4.531 -1.379  -0.17
F -6.202 7.770 -2.148  -0.30
H -5.138 6.331 -0.411  0.28
H -6.758 5.620 -0.261  0.27
H -7.332 6.159 -2.558  0.27
C -6.988 -3.860 -3.242  -0.24
C -8.028 -4.785 -3.787  0.35
O -8.668 -5.271 -2.624  -0.31
C -8.550 -4.275 -1.701  0.61
O -9.194 -4.211 -0.696  -0.53
O -7.613 -3.356 -2.069  -0.27
F -7.459 -5.831 -4.435  -0.28
H -6.064 -4.377 -2.968  0.25
H -6.745 -3.053 -3.934  0.12
H -8.764 -4.303 -4.437  0.28
C 6.380 3.576 -6.940  -0.47
C 5.344 2.628 -7.456  0.30
O 4.725 2.155 -6.278  -0.22
C 4.843 3.167 -5.373  0.64
O 4.212 3.240 -4.361  -0.48
O 5.765 4.091 -5.768  -0.33
F 5.918 1.579 -8.093  -0.28
H 7.313 3.074 -6.670  0.28
H 6.604 4.375 -7.649  0.27
H 4.594 3.091 -8.104  0.28

***

# 3
2 unconnected molecules or ions with the total composition C3H8N2O2 in a non-equilibrium geometry, computed with ωB97M-V/def2-TZVPD.

Values from the calculation:
calculated total energy: -378.965470 hartree
ΔE to the lowest compared entry with this formula, charge and spin: 110.2 kcal/mol
gap between HOMO and LUMO (spin up / spin down): 8.7 / 8.7 eV
2S+1: 1
HOMO level (spin up / spin down): -8.00 / -7.99 eV

Each line ends with the natural charge from an NBO analysis.
Geometry (Å):
C 2.350 -0.170 0.709  -0.56
C 1.848 0.672 -0.194  0.16
C -2.383 0.475 0.285  0.27
N -1.238 -1.329 -0.784  -0.70
N -1.725 -0.694 0.264  -0.26
O 0.949 0.471 -1.208  -0.72
O -2.347 1.199 -0.851  -0.68
H 3.033 0.092 1.474  0.21
H 2.180 -1.308 0.737  0.20
H 2.144 1.705 -0.224  0.17
H -2.625 0.782 1.326  0.18
H -1.874 -1.094 -1.538  0.32
H -1.408 -1.067 1.201  0.40
H 0.567 -0.440 -0.983  0.50
H -1.400 1.084 -1.219  0.51

***

# 4
A single C4H8O3 molecule, computed with ωB97M-V/def2-TZVPD.

Values from the calculation:
calculated total energy: -382.902303 hartree
ΔE to the lowest compared entry with this formula, charge and spin: 39.2 kcal/mol
gap between HOMO and LUMO: 10.8 eV
2S+1: 1
structure (SMILES): COCC(=O)OC
HOMO level: -9.94 eV

Each line ends with the natural charge from an NBO analysis.
Geometry (Å):
C 2.100 0.354 0.822  -0.25
O 1.387 1.510 0.433  -0.53
C 0.019 1.492 0.149  -0.15
C -0.434 0.235 -0.579  0.76
O 0.155 -0.268 -1.505  -0.59
O -1.550 -0.276 -0.036  -0.50
C -1.910 -1.562 -0.546  -0.27
H 3.003 0.338 0.204  0.19
H 1.575 -0.597 0.662  0.17
H 2.393 0.426 1.878  0.17
H -0.617 1.661 1.028  0.18
H -0.123 2.335 -0.534  0.21
H -1.994 -1.544 -1.634  0.20
H -1.142 -2.288 -0.261  0.19
H -2.862 -1.815 -0.081  0.20